{"formula": "C40H102ClN6O18", "method": "ωB97M-V with the def2-TZVPD basis set", "total_charge": -1, "homo_lumo_gap_ev": 7.574, "lumo_energy_ev": 2.15, "elements": ["H", "H", "H", "H", "H", "N", "O", "H", "O", "C", "H", "C", "H", "H", "H", "C", "H", "C", "H", "H", "H", "H", "H", "H", "H", "H", "H", "C", "H", "O", "H", "O", "C", "H", "H", "H", "C", "H", "C", "H", "O", "C", "H", "H", "C", "H", "C", "C", "H", "N", "H", "C", "H", "H", "C", "H", "H", "O", "C", "H", "H", "C", "H", "H", "C", "H", "C", "H", "H", "O", "H", "H", "H", "C", "H", "C", "H", "N", "H", "H", "O", "H", "C", "H", "H", "H", "C", "H", "Cl", "H", "C", "H", "H", "H", "H", "H", "H", "O", "C", "H", "H", "C", "H", "C", "N", "C", "H", "H", "C", "H", "H", "C", "H", "H", "C", "C", "H", "H", "H", "H", "H", "O", "O", "C", "O", "C", "C", "C", "H", "H", "H", "O", "H", "H", "O", "H", "O", "H", "N", "H", "H", "C", "H", "H", "H", "H", "C", "O", "H", "H", "H", "H", "H", "C", "H", "H", "C", "O", "H", "H", "H", "H", "O", "H", "C", "N", "H"], "xyz": [[13.3848, 16.9605, -3.9857], [15.4233, 16.3921, -12.8468], [9.9348, 14.5535, -11.9655], [15.0703, 13.0922, -6.8446], [20.2477, 17.3940, -4.7211], [14.1052, 13.9355, -9.0566], [19.7220, 20.0162, -10.6630], [19.9686, 16.5365, -11.2165], [13.5273, 24.1595, -5.2040], [13.1489, 23.0365, -5.9999], [16.9468, 16.3616, -11.2245], [11.7176, 14.4938, -9.1693], [19.0568, 15.4745, -12.1706], [15.3096, 17.4210, -3.6604], [21.5034, 20.6702, -9.9941], [19.0015, 16.4853, -11.7436], [14.8278, 16.4322, -11.1573], [18.9429, 18.2165, -9.2375], [19.7929, 17.6247, -9.5639], [15.4431, 14.6990, -2.2814], [14.0495, 21.2976, -3.4445], [18.7320, 18.0229, -8.1795], [16.7738, 15.7302, -2.4130], [17.5251, 19.6021, -4.8555], [13.7688, 22.1500, -5.8510], [14.0531, 20.8238, -12.7114], [7.1277, 21.7385, -10.0063], [12.4371, 24.9239, -4.7373], [9.9428, 20.5991, -10.4274], [14.9364, 19.3536, -8.3473], [19.2656, 16.3157, -14.3725], [18.8502, 17.5091, -12.6835], [12.3965, 28.3872, -2.0955], [17.0406, 16.1472, -6.5114], [12.0193, 24.5567, -3.7964], [9.7818, 13.6898, -10.5283], [14.7032, 16.8448, -12.1640], [13.1418, 27.6152, -1.8948], [19.2865, 19.7056, -9.3695], [19.3209, 20.9581, 1.6295], [16.9454, 18.7038, -7.3699], [19.6806, 19.6416, 3.5986], [10.4166, 29.9008, -1.0483], [13.7924, 18.6035, -10.6082], [17.5838, 15.2692, -6.8743], [13.6888, 16.6340, -12.5129], [15.5482, 22.1197, -10.6597], [17.8732, 16.6175, -10.6977], [20.0903, 18.8550, 4.2329], [8.3113, 20.0526, -11.5890], [7.2630, 18.7621, -10.3228], [9.9289, 18.3908, -10.5928], [18.4592, 20.3349, -9.0433], [13.2801, 20.9654, -11.2210], [19.5932, 17.2147, -13.8400], [17.4229, 21.8581, -1.8055], [19.5325, 22.9168, -9.7303], [11.5374, 14.7469, -10.5518], [15.5192, 14.0625, -7.0502], [13.2940, 23.3797, -7.0254], [10.2873, 19.8746, -12.0110], [10.1849, 14.6467, -10.9127], [8.1920, 19.7532, -12.5428], [10.9898, 15.0757, -8.5875], [13.0642, 14.9728, -8.7109], [14.1165, 13.8488, -10.0657], [18.7829, 19.5761, 0.1254], [20.0631, 19.8714, -8.6020], [13.4888, 15.7790, -9.3188], [18.1303, 19.9240, -4.1785], [18.8925, 24.1809, -10.8349], [18.5316, 17.5147, -5.0062], [13.1496, 15.1631, -7.6455], [9.6533, 19.8110, -11.1201], [19.6053, 18.1042, -14.4669], [15.0274, 21.1681, -2.9844], [15.5259, 22.1391, -3.0323], [17.7541, 17.9155, -10.0583], [15.5646, 15.8945, -4.5820], [16.3087, 19.3192, -1.6376], [15.9936, 20.8328, -6.8449], [15.6692, 15.3317, -8.7026], [15.4346, 14.2621, -8.5843], [17.6312, 20.3779, 1.8195], [11.7103, 29.3277, -3.9231], [17.0129, 21.7498, -0.0595], [18.6501, 20.0974, 1.5372], [13.5539, 26.6865, -5.3374], [15.7385, 19.4612, -7.1577], [20.0159, 19.7652, -3.5514], [12.4029, 28.5335, -3.6355], [17.8782, 15.3820, -7.9243], [11.3000, 26.8910, -3.6078], [6.1684, 20.6745, -8.9987], [19.9338, 19.6434, -5.3190], [19.1251, 17.4494, -3.3461], [15.0242, 14.8688, -6.5008], [15.0189, 18.2302, -12.1988], [15.1795, 16.3355, -3.6633], [9.7984, 29.4074, -2.6423], [16.9063, 18.0351, -9.5228], [19.1344, 23.1156, -10.7327], [11.5271, 13.4374, -8.9623], [7.1479, 19.7693, -10.7354], [15.4121, 20.6941, -11.0223], [21.1213, 20.0772, -10.8330], [15.2382, 22.6639, -11.5593], [17.8932, 15.7830, -9.9740], [14.1377, 20.4463, -11.6850], [18.5499, 15.1794, -6.3720], [17.1482, 22.2232, -9.1877], [16.9001, 22.6039, -10.1858], [11.6211, 19.8505, -9.1570], [18.9560, 20.3162, 4.0705], [10.1685, 29.0357, -1.6875], [19.3289, 17.8493, -4.3394], [7.5028, 21.6240, -7.1086], [19.7867, 19.1474, 0.0481], [8.7710, 22.3302, -8.2759], [9.2473, 18.1928, -9.7574], [18.1657, 18.6638, 0.0850], [11.1530, 28.0557, -1.5633], [8.1509, 20.4097, -8.6645], [8.3814, 21.4624, -7.7441], [14.8872, 20.7640, -1.6280], [13.9230, 18.9500, -11.6414], [17.2540, 21.1851, -0.9646], [16.0810, 20.2196, -1.0549], [16.8481, 23.6925, -10.0554], [12.3638, 18.3857, -8.4016], [9.1062, 21.0860, -7.0176], [15.0591, 18.8903, -6.0217], [10.6718, 18.7804, -8.1690], [15.4901, 16.3373, -1.4619], [19.1072, 19.0911, 2.4506], [20.5818, 20.2571, 3.4323], [11.2114, 18.0576, -10.0795], [12.1509, 22.6825, -5.7286], [11.9330, 27.2942, -4.3041], [19.8723, 22.8504, -11.4887], [13.8580, 26.2870, -3.7365], [7.0984, 20.7313, -9.5742], [13.4014, 28.7312, -4.0258], [12.8071, 29.3024, -1.6484], [15.2184, 20.2973, -10.1024], [16.2446, 13.6241, -8.9360], [11.4898, 18.7961, -8.9012], [18.0292, 22.2985, -11.0039], [15.5907, 20.5062, -3.6466], [20.6607, 17.0033, -13.6683], [11.7118, 25.0802, -5.5376], [14.8780, 22.4213, -9.8413], [6.2371, 19.9363, -11.3077], [19.4212, 19.3922, -4.3867], [9.2844, 28.7525, -1.1048], [18.9057, 20.1604, -1.6977], [13.0202, 26.3237, -4.4472], [13.7203, 16.1394, -3.6060], [15.7853, 19.9550, -0.0395], [9.6141, 17.7024, -11.3799], [12.9890, 18.6538, -12.1364], [9.5352, 15.3231, -10.3459], [16.8693, 14.0922, -6.5825], [21.3804, 20.5305, -11.7853], [15.6701, 15.7625, -2.3658], [18.6205, 20.6566, -0.8578], [21.5875, 19.0873, -10.7609]], "lowdin_charge": [0.067, 0.088, 0.086, 0.123, 0.070, -0.073, -0.187, 0.105, -0.200, -0.085, 0.080, -0.227, 0.117, 0.098, 0.079, -0.241, 0.068, -0.193, 0.101, 0.075, 0.080, 0.084, 0.067, 0.050, 0.067, 0.116, 0.124, -0.224, 0.103, -0.356, 0.081, -0.148, -0.234, 0.075, 0.125, 0.080, -0.115, 0.117, -0.217, 0.121, -0.370, -0.147, 0.090, 0.101, -0.118, 0.085, -0.197, -0.205, 0.084, -0.066, 0.108, -0.226, 0.107, 0.110, -0.133, 0.116, 0.089, -0.180, -0.203, 0.091, 0.122, -0.136, 0.099, 0.120, -0.151, 0.099, -0.227, 0.115, 0.110, -0.088, 0.080, 0.053, 0.117, -0.213, 0.087, -0.100, 0.084, 0.002, 0.088, 0.116, -0.336, 0.103, -0.226, 0.121, 0.097, 0.112, -0.227, 0.119, 0.636, 0.098, -0.197, 0.063, 0.094, 0.119, 0.106, 0.064, 0.100, -0.163, -0.275, 0.087, 0.079, -0.134, 0.125, -0.195, -0.016, -0.112, 0.114, 0.089, -0.219, 0.089, 0.109, -0.216, 0.084, 0.088, -0.135, -0.073, 0.086, 0.121, 0.093, 0.101, 0.119, -0.171, -0.215, -0.103, -0.185, -0.237, -0.200, -0.213, 0.112, 0.079, 0.085, -0.364, 0.087, 0.070, -0.193, 0.083, -0.193, 0.084, -0.065, 0.083, 0.118, -0.235, 0.116, 0.120, 0.060, 0.127, -0.095, -0.189, 0.070, 0.081, 0.122, 0.116, 0.119, -0.298, 0.087, 0.074, -0.233, -0.107, 0.117, 0.118, 0.109, 0.080, -0.200, 0.082, -0.096, -0.039, 0.079]}

---

{"formula": "C40H107N7O13", "method": "ωB97M-V with the def2-TZVPD basis set", "homo_lumo_gap_ev": 9.357, "lumo_energy_ev": 0.63, "elements": ["H", "H", "H", "H", "H", "N", "C", "H", "C", "H", "C", "H", "H", "N", "H", "C", "H", "O", "H", "C", "H", "H", "H", "H", "H", "H", "O", "H", "N", "H", "H", "H", "H", "H", "C", "C", "C", "H", "C", "H", "H", "H", "H", "H", "H", "H", "H", "H", "H", "H", "C", "H", "H", "C", "H", "C", "H", "O", "C", "H", "H", "C", "O", "H", "H", "H", "H", "O", "H", "H", "H", "H", "C", "C", "H", "C", "C", "C", "O", "C", "H", "C", "H", "H", "H", "H", "H", "H", "H", "H", "N", "C", "C", "H", "H", "H", "H", "H", "H", "H", "H", "H", "H", "H", "O", "H", "H", "H", "H", "H", "H", "C", "O", "H", "H", "H", "H", "C", "H", "H", "H", "N", "H", "C", "H", "H", "O", "C", "C", "H", "O", "C", "H", "H", "H", "H", "H", "N", "H", "H", "H", "H", "C", "C", "C", "H", "C", "C", "H", "H", "H", "C", "O", "C", "C", "H", "C", "H", "H", "N", "C", "H", "O", "H", "C", "H", "O"], "xyz": [[16.7967, 12.0778, 14.0115], [16.7491, 25.2110, 15.4801], [12.5982, 19.7866, 14.3280], [8.6730, 14.9736, 17.3068], [15.4020, 11.1060, 14.5352], [14.3747, 22.0276, 12.6931], [13.8643, 13.3286, 10.7052], [14.7214, 16.2186, 16.0842], [11.6402, 18.8301, 7.6495], [10.1195, 20.2466, 9.2386], [13.0659, 21.9087, 12.1044], [8.6153, 12.4214, 11.4494], [14.3728, 12.9793, 15.6749], [13.9877, 18.5000, 18.4772], [17.5727, 20.0647, 15.7643], [11.9329, 19.5173, 8.9676], [16.8576, 16.5273, 12.0718], [9.5835, 16.9145, 9.3805], [11.6523, 16.3455, 9.5800], [9.0227, 12.1080, 12.4775], [9.7781, 18.2963, 10.8893], [15.2846, 14.7001, 9.6776], [18.4448, 20.4513, 17.2686], [16.2195, 14.6276, 14.2006], [15.9414, 24.5501, 16.9459], [17.9178, 12.5659, 9.0087], [10.1747, 11.2397, 12.3282], [10.6391, 15.8470, 7.2320], [11.0480, 20.6243, 9.2150], [11.9408, 16.3937, 14.7419], [8.3255, 11.6469, 13.1544], [17.1226, 17.0597, 14.6897], [18.4307, 17.0469, 12.1943], [16.5979, 23.0119, 13.7115], [9.1984, 14.7914, 16.4059], [14.2107, 16.7371, 16.8731], [9.1754, 14.5312, 7.9818], [13.4285, 20.6094, 8.0029], [17.4749, 20.3457, 16.7780], [9.0760, 13.9637, 7.0536], [11.0462, 21.2912, 8.4639], [11.0419, 22.1083, 12.4174], [12.4921, 14.7740, 7.8934], [20.0877, 16.0566, 15.0119], [11.8434, 13.2871, 15.4731], [11.7393, 13.4661, 8.5884], [13.8643, 24.0567, 13.0852], [16.3051, 19.4700, 9.2145], [19.3763, 17.2650, 16.0420], [11.9558, 23.4043, 13.2139], [12.5457, 11.3772, 11.6077], [12.8918, 14.2425, 14.4774], [17.6881, 15.6649, 15.5423], [11.1130, 11.9430, 11.5483], [16.5472, 12.8086, 7.8459], [11.9080, 13.7314, 14.4858], [13.6306, 16.0341, 17.5035], [16.8017, 20.7147, 11.5863], [17.8427, 16.1339, 12.2415], [12.5915, 16.7675, 11.8788], [13.7004, 17.9229, 19.2744], [14.9122, 13.6559, 9.5959], [10.8966, 14.7117, 14.2104], [15.7937, 17.3046, 18.2338], [19.4816, 20.3199, 13.6081], [15.1642, 12.3165, 13.3231], [11.2009, 13.0196, 11.9112], [15.4329, 14.4423, 14.7870], [17.1118, 23.4938, 16.0590], [13.6312, 20.6816, 9.7572], [19.3870, 20.6177, 11.8822], [16.0113, 18.1726, 7.9978], [16.3720, 24.3031, 15.9548], [14.2570, 17.9241, 12.7212], [20.3773, 13.7526, 9.9661], [13.3945, 20.0072, 8.9700], [9.0986, 17.5277, 10.5879], [14.9756, 17.8068, 17.6766], [14.3295, 16.5293, 10.7242], [16.9912, 13.0480, 8.8146], [9.3708, 13.7656, 16.3842], [19.3147, 16.8860, 14.9966], [12.5686, 10.3296, 11.3726], [16.1771, 24.6662, 13.6379], [9.7931, 16.9519, 17.9458], [12.2851, 17.9289, 7.5473], [9.0791, 13.7283, 8.7396], [14.1753, 18.8500, 12.1200], [10.1538, 16.4790, 14.3787], [11.8153, 12.8681, 13.8413], [17.8666, 15.4536, 13.5550], [10.5387, 15.1684, 8.0454], [11.6742, 20.4009, 14.3737], [14.2807, 17.3358, 10.1694], [14.3157, 21.6415, 13.6678], [13.4276, 17.4039, 16.4250], [14.2031, 11.4008, 10.4033], [21.5286, 18.0030, 14.8786], [16.1202, 18.3556, 15.9571], [10.9944, 20.0554, 13.5888], [16.9219, 21.3378, 16.7206], [8.6484, 15.1251, 15.4920], [18.8587, 21.9271, 12.8864], [13.0497, 14.1207, 10.6282], [16.7921, 19.3392, 17.5516], [19.6297, 12.8089, 11.1639], [13.7551, 15.7669, 12.5803], [13.6490, 18.0813, 13.6115], [11.1840, 20.1992, 15.3776], [21.2423, 18.9030, 13.3950], [14.4489, 13.5602, 8.6222], [13.6683, 16.7176, 12.0028], [15.9705, 12.7744, 9.7634], [21.3863, 17.1154, 13.2660], [14.9387, 19.5073, 16.4403], [11.8571, 19.5384, 6.8676], [10.7792, 12.0102, 10.5197], [21.0376, 17.9569, 13.8776], [12.9599, 22.5787, 11.2834], [15.9587, 21.0992, 11.8929], [8.0908, 17.9886, 10.4591], [13.3450, 11.9445, 10.5069], [15.2607, 17.7726, 13.0459], [17.5544, 20.1511, 12.6924], [10.3788, 15.2337, 10.2518], [21.2149, 13.4343, 11.4826], [14.2613, 18.8581, 8.8307], [20.2768, 13.6697, 11.0180], [10.6090, 15.9369, 9.4335], [11.8035, 18.7791, 9.7440], [19.6411, 17.8602, 14.1062], [10.4770, 15.6930, 16.4091], [15.6267, 19.8851, 7.6789], [11.2263, 15.1266, 16.9318], [10.8726, 17.6563, 16.8212], [13.0035, 11.4583, 12.6709], [16.9744, 20.1591, 13.6259], [11.5935, 14.2413, 7.9004], [12.9686, 20.9046, 11.6551], [8.4286, 15.2918, 8.1478], [17.2188, 14.1383, 8.7373], [9.0560, 16.7350, 11.3239], [15.8171, 23.7057, 13.8397], [10.9317, 15.9396, 14.9366], [18.8989, 20.8449, 12.8637], [17.8325, 14.1567, 11.0995], [15.6401, 19.1181, 8.4366], [15.7197, 12.0887, 14.2012], [15.1248, 23.8543, 11.9298], [18.6874, 14.8778, 13.5280], [14.5025, 19.2441, 18.9635], [15.7020, 18.8024, 16.8599], [11.8925, 21.7680, 14.2478], [11.9307, 22.3114, 12.9557], [18.3576, 15.1345, 11.1578], [18.4117, 15.6783, 10.2237], [15.3759, 13.1165, 15.2784], [14.3730, 13.4451, 11.6830], [10.5871, 18.5240, 7.4870], [10.1366, 16.9464, 17.0059], [14.7513, 23.4591, 12.8675], [17.7132, 19.1056, 12.4994], [19.7365, 14.7932, 11.6379], [16.0051, 13.0277, 16.1856], [17.9362, 16.3302, 14.7243], [9.3717, 13.0317, 12.8793], [15.2977, 23.7079, 15.1742]], "lowdin_charge": [0.077, 0.083, 0.063, 0.056, 0.074, -0.036, -0.179, 0.040, -0.060, 0.065, -0.242, 0.109, 0.089, 0.037, 0.040, -0.457, 0.091, -0.237, 0.112, -0.076, 0.054, 0.108, 0.095, 0.057, 0.097, 0.071, -0.177, 0.119, 0.060, 0.115, 0.083, 0.104, 0.096, 0.106, -0.033, -0.043, -0.059, 0.139, -0.067, 0.080, 0.075, 0.110, 0.082, 0.141, 0.081, 0.079, 0.117, 0.068, 0.131, 0.139, -0.194, 0.079, 0.114, -0.270, 0.093, -0.075, 0.085, -0.111, -0.155, 0.092, 0.082, -0.246, -0.237, 0.147, 0.044, 0.030, 0.107, -0.147, 0.074, 0.084, 0.091, 0.096, -0.086, -0.052, 0.073, -0.165, -0.066, -0.467, -0.116, -0.106, 0.046, -0.263, 0.107, 0.100, 0.067, 0.088, 0.077, 0.078, 0.125, 0.057, -0.053, -0.464, -0.115, 0.058, 0.135, 0.068, 0.101, 0.103, 0.096, 0.087, 0.095, 0.098, 0.065, 0.111, -0.165, 0.083, 0.107, 0.045, 0.108, 0.074, 0.107, -0.271, -0.197, 0.096, 0.146, 0.071, 0.110, -0.077, 0.116, 0.027, 0.102, -0.051, 0.044, -0.304, 0.117, 0.085, -0.228, -0.133, -0.183, 0.112, -0.215, -0.438, 0.075, 0.107, 0.079, 0.124, 0.092, 0.038, 0.099, 0.073, 0.084, 0.078, -0.245, -0.174, -0.075, 0.112, -0.051, -0.063, 0.127, 0.095, 0.083, -0.261, -0.181, -0.231, -0.112, 0.114, -0.313, 0.100, 0.085, 0.033, -0.182, 0.074, -0.217, 0.112, -0.182, 0.047, -0.171]}

---

The records above give, respectively, relative energy (zero: lowest compared OMol25 entry of this formula, charge and spin) values of 0.0; 212.9 kJ/mol.